a:
17
Properties=species:S:1:pos:R:3 method="wB97M-V/def2-TZVPD" multiplicity=1 homo_energy_ev=-8.40 lumo_ev=0.26 smiles="CC/C(=N/S)NC" charge=0 orbital_gap_ev=8.658
C 1.7182 -0.6898 -0.1885
C 1.1489 0.6980 0.0784
C -0.1767 0.5726 -0.4770
C -0.9603 -0.5075 1.7226
H 2.7492 -0.8250 0.3029
H 1.9186 -1.0369 -1.1736
H 1.1002 -1.3740 0.4092
H 1.1720 1.0407 1.1539
H 1.6514 1.5296 -0.6378
H -1.8583 -0.5687 -0.3293
H -1.3530 0.5587 2.2013
H -1.5034 -1.4691 2.1295
H 0.1401 -0.5700 1.8445
H -2.3595 1.9070 -2.9632
N -1.0923 -0.4271 0.3331
N -0.4356 0.8409 -1.6931
S -1.8594 0.3206 -2.7129

b:
17
Properties=species:S:1:pos:R:3 method="wB97M-V/def2-TZVPD" multiplicity=1 homo_energy_ev=-8.95 lumo_ev=0.83 smiles=NC[C@@H]1S[C@@H]1CN charge=0 orbital_gap_ev=9.784
C 0.5345 0.9631 -1.1388
C 1.0349 0.7653 0.3068
C 0.1751 0.1887 1.3150
C -1.2319 -0.3599 1.1268
H 1.2161 -0.4156 -2.9941
H 1.8719 -0.4941 -1.4725
H 1.0135 1.9990 -1.5070
H -0.5830 1.1917 -1.0460
H 2.0994 0.3925 0.2637
H 0.6940 -0.4407 1.9764
H -1.4722 -0.2672 2.2648
H -1.8969 0.4059 0.6365
H -1.0436 -1.7894 -0.4614
H -2.3243 -2.0566 0.5345
N 0.9000 -0.3773 -1.8338
N -1.4073 -1.6886 0.4806
S 0.4198 1.9833 1.5484

We find b to be the most stable, with the next structure 1.430 eV higher.

a:
10
Properties=species:S:1:pos:R:3 method="wB97M-V/def2-TZVPD" multiplicity=1 homo_energy_ev=-10.58 lumo_ev=-0.48 charge=0 orbital_gap_ev=10.095
C 0.4425 -0.1959 0.0045
C -0.8897 -0.6852 0.7096
C 1.7259 -0.9227 -0.1767
H -0.3603 2.7577 -1.2538
H -1.1565 0.3004 1.2312
H -0.9212 -1.7391 1.3745
N 0.6826 0.9819 -0.4085
N 2.8208 -1.3998 -0.5811
O -0.3571 1.9826 -0.2373
Cl -1.9870 -1.0799 -0.6623

b:
10
Properties=species:S:1:pos:R:3 method="wB97M-V/def2-TZVPD" multiplicity=1 homo_energy_ev=-9.23 lumo_ev=0.69 smiles=Oc1cc(Cl)[nH]n1 charge=0 orbital_gap_ev=9.915
C 1.4005 0.6862 0.2565
C 0.6945 0.2933 -0.8535
C -0.4307 -0.4642 -0.2687
H 2.6003 2.3904 1.0910
H 0.5839 0.7332 -1.8350
H -1.1025 -0.6462 1.6670
N -0.3403 -0.3402 1.0591
N 0.8053 0.3570 1.4383
O 2.3418 1.7324 0.2694
Cl -2.0033 -1.1498 -0.9039

c:
10
Properties=species:S:1:pos:R:3 method="wB97M-V/def2-TZVPD" multiplicity=1 homo_energy_ev=-9.83 lumo_ev=0.30 charge=0 orbital_gap_ev=10.131
C -0.3890 -1.2596 -0.0113
C -1.8902 -1.3737 -0.0288
C -0.7362 0.5265 -0.0437
N 0.5774 -2.0031 0.0755
N -2.0653 -0.0238 -0.0352
O -2.6652 -2.2835 -0.0265
Cl -3.5209 0.8880 0.0325
H -0.4447 1.0448 0.8636
H -0.4486 1.0290 -0.9603
H 1.5214 -1.6326 0.1016

We find b to be the most stable, with the next structure 0.574 eV higher.

a:
10
Properties=species:S:1:pos:R:3 method="wB97M-V/def2-TZVPD" multiplicity=1 homo_energy_ev=-10.32 lumo_ev=0.65 smiles="C#C[C@@H](O)C=O" charge=0 orbital_gap_ev=10.962
O -0.9148 -1.2632 -0.9659
C -0.5808 -0.5171 0.1602
C 0.8939 -0.7055 0.5201
O 1.6608 -1.1955 -0.2730
C -0.6027 0.9492 -0.0293
C -0.3249 2.1141 -0.1615
H -0.0758 -1.4119 -1.4354
H -1.2261 -0.8195 0.9939
H 1.2176 -0.2859 1.4887
H -0.0471 3.1353 -0.2979

b:
10
Properties=species:S:1:pos:R:3 method="wB97M-V/def2-TZVPD" multiplicity=1 homo_energy_ev=-9.68 lumo_ev=0.57 smiles="C=C=C.O=C=O" charge=0 orbital_gap_ev=10.252
O 0.4031 0.1474 2.7149
C 0.9266 -0.0887 1.7002
O 1.5276 -0.3404 0.7383
C 0.5375 -0.2816 -1.5304
C -0.6171 0.0733 -1.0344
C -1.4464 0.3823 -0.0726
H -0.9617 0.3261 0.8998
H 1.3091 0.4524 -1.7464
H 0.8144 -1.3285 -1.6151
H -2.4930 0.6578 -0.0542

c:
10
Properties=species:S:1:pos:R:3 method="wB97M-V/def2-TZVPD" multiplicity=1 homo_energy_ev=-8.58 lumo_ev=-0.29 smiles="C=C=C=O.C=O" charge=0 orbital_gap_ev=8.291
C 0.1295 -1.6310 -0.1147
C -0.9637 -1.0378 -0.2452
C 1.2559 -2.0600 0.4764
C -0.4206 2.4086 -0.2916
O -2.0074 -0.5352 -0.4063
O -0.1727 1.2395 -0.2913
H 1.3224 -2.0678 1.5325
H 2.1086 -2.4143 -0.1007
H 0.1110 3.2084 0.1658
H -1.3629 2.8897 -0.7249

d:
10
Properties=species:S:1:pos:R:3 method="wB97M-V/def2-TZVPD" multiplicity=1 homo_energy_ev=-9.52 lumo_ev=0.62 smiles="COc1cc1=O" charge=0 orbital_gap_ev=10.141
C -1.4051 -0.0681 -0.5218
C -0.3546 0.6041 0.3187
C -1.6676 1.1657 0.2641
C 1.5279 -0.6776 0.0912
O -2.4490 2.0499 0.4797
O 0.8633 0.4730 0.7147
H -1.3630 -0.8261 -1.2151
H 2.5304 -0.5173 0.1689
H 1.1486 -0.6689 -0.9632
H 1.1692 -1.5349 0.6628

We find b to be the most stable, with the next structure 0.878 eV higher.

a:
10
Properties=species:S:1:pos:R:3 method="wB97M-V/def2-TZVPD" multiplicity=1 homo_energy_ev=-10.36 lumo_ev=0.56 smiles="C#C[C@@H](O)C=O" charge=0 orbital_gap_ev=10.919
O -0.0850 -0.5866 -1.5982
C 0.0024 -0.6292 -0.2065
C 1.3923 -0.0251 0.1745
O 2.0476 0.4546 -0.7200
C -1.0598 0.1654 0.4514
C -1.9111 0.8348 0.9783
H 0.6280 0.0257 -1.8627
H -0.1094 -1.6800 0.1093
H 1.7504 0.0000 1.2235
H -2.6554 1.4404 1.4503

b:
10
Properties=species:S:1:pos:R:3 method="wB97M-V/def2-TZVPD" multiplicity=1 homo_energy_ev=-8.77 lumo_ev=0.00 smiles="O=C=CO.C#C" charge=0 orbital_gap_ev=8.772
C -1.1219 -0.8465 0.1524
C 0.5704 1.3754 -0.0431
C -0.0923 1.0336 0.9088
C 0.1006 -1.4400 -0.1081
O -2.1252 -0.6198 -0.3749
O 0.4918 -0.7320 -1.2868
H 1.0734 1.9836 -0.7415
H 0.8179 0.1430 -1.0012
H -0.6259 0.8296 1.8348
H 0.9112 -1.7269 0.6597

We find a to be the most stable, with the next structure 3.240 eV higher.

a:
13
Properties=species:S:1:pos:R:3 method="wB97M-V/def2-TZVPD" multiplicity=1 homo_energy_ev=-8.32 lumo_ev=0.75 charge=0 orbital_gap_ev=9.070
C -1.5272 0.2015 -0.8695
C 1.0146 -0.1029 -0.0246
C -0.6556 -0.1716 0.2880
N 1.4820 0.5201 1.0704
N 1.4207 -0.1517 -1.2050
N -1.1221 -0.9332 1.1900
H 2.4507 0.8210 1.0856
H 0.4515 0.7863 1.4409
H 2.1649 -0.7987 -1.4437
H -0.4827 -1.0551 1.9777
H -1.0963 -0.1733 -1.7971
H -2.5195 -0.2301 -0.7591
H -1.5810 1.2876 -0.9537

b:
13
Properties=species:S:1:pos:R:3 method="wB97M-V/def2-TZVPD" multiplicity=1 homo_energy_ev=-9.30 lumo_ev=0.86 smiles="[H]/N=C(/N)N1CC1" charge=0 orbital_gap_ev=10.164
C -0.8110 -0.1333 0.0004
C 1.5870 -0.3100 -0.7352
C 1.4252 0.2230 0.6729
H -0.2004 1.8023 -0.5482
H -1.8098 1.8017 -0.3762
H -1.5458 -1.8685 0.2119
H 1.5102 0.5344 -1.4911
H 2.3030 -1.1763 -0.7776
H 0.9761 1.2942 0.6896
H 2.0196 0.0409 1.6764
N -0.8990 1.2811 -0.0541
N -1.8888 -0.8690 0.0103
N 0.4364 -0.5701 0.1847

We find b to be the most stable, with the next structure 0.276 eV higher.